No. 1
Below is a structure of composition C30H45CrO18 in a non-equilibrium geometry, with properties calculated with ωB97M-V with the def2-TZVPD basis set.

Computed properties:
ΔE to the lowest compared entry with this formula, charge and spin in kcal per mole: 136.0
E_LUMO (spin up / spin down) in eV: -1.432 / -0.023
Multiplicity: 4
Frontier orbital gap (spin up / spin down) in eV: 7.48 / 9.52
HOMO level (spin up / spin down) in eV: -8.91 / -9.54
Expectation value of S²: 3.82

Each line ends with the Löwdin charge.
Element x y z (Å)
Cr  -0.121  -0.708  -4.143  1.2466
O  1.235  -2.215  -4.828  -0.0253
O  -0.566  1.549  -4.390  -0.0147
O  -1.644  -2.266  -4.185  -0.0396
O  0.141  -5.217  2.690  0.0774
O  3.039  6.162  0.714  0.1055
O  -2.260  -0.369  -3.563  -0.0951
O  -5.580  -3.810  1.221  0.0903
O  0.338  -2.937  2.895  0.0146
O  -1.206  3.056  2.185  -0.0121
O  1.861  -0.315  -4.757  -0.0288
O  0.335  0.468  -2.206  -0.0223
O  -4.248  -3.153  -0.542  -0.0023
O  3.278  -0.202  3.012  -0.0077
O  4.060  0.737  4.955  0.1085
O  0.418  -1.496  -2.259  -0.0077
O  -2.128  2.856  -5.574  0.0067
O  -3.345  3.932  2.041  0.0677
O  1.225  4.939  0.177  0.0396
C  -1.227  2.069  4.429  -0.1128
C  0.217  -0.573  0.018  0.0498
C  2.228  -1.471  -4.857  -0.6486
C  -0.015  -4.170  3.353  -0.4152
C  0.918  3.698  -0.420  -0.1634
C  4.956  -1.457  4.064  -0.0746
C  -1.050  5.020  -5.504  -0.1271
C  -4.466  -3.759  0.724  -0.4113
C  -0.392  2.501  3.165  -0.1899
C  3.278  3.958  -0.437  -0.0537
C  -2.489  3.302  2.713  -0.3495
C  -2.408  4.281  -5.840  -0.0962
C  -4.061  -1.948  -4.239  0.0287
C  -1.093  2.689  -4.660  -0.2823
C  -0.216  -1.917  3.742  -0.1522
C  -0.467  4.093  -4.395  -0.0679
C  3.707  -1.920  -5.199  0.0448
C  -2.098  -3.711  0.556  -0.1460
C  4.526  -2.245  2.851  -0.1596
C  2.196  2.879  -0.394  -0.1624
C  3.654  -1.223  2.107  -0.1680
C  -0.743  -2.616  4.987  -0.1833
C  -3.209  -4.331  1.377  -0.0772
C  -2.620  -1.527  -4.023  -0.6455
C  0.352  -0.530  -1.520  -0.6845
C  2.536  5.143  0.318  -0.4650
C  -2.804  -3.234  -0.789  -0.1116
C  -2.662  2.612  4.091  -0.0577
C  4.129  -0.104  4.083  -0.4018
C  -0.695  -4.037  4.693  -0.1049
H  6.031  -1.337  3.930  0.1179
H  -3.291  -5.389  1.125  0.1359
H  -0.135  -4.555  5.471  0.1346
H  -1.657  -4.541  4.780  0.1345
H  4.045  -3.139  3.247  0.1086
H  0.019  -1.516  0.527  0.0549
H  1.178  -0.256  0.423  0.0632
H  -4.269  -2.878  -3.711  0.0814
H  0.650  3.951  -1.446  0.1110
H  -2.914  3.397  4.804  0.1168
H  3.776  -2.024  -6.282  0.0817
H  -1.838  -2.758  1.018  0.0808
H  0.615  3.963  -4.423  0.1265
H  -4.341  -2.039  -5.288  0.0877
H  3.994  -2.833  -4.678  0.0795
H  -4.659  -1.181  -3.747  0.0864
H  0.298  3.317  3.380  0.1278
H  -2.643  -3.870  -1.660  0.1225
H  2.336  2.297  0.518  0.1064
H  4.829  -2.029  4.983  0.1197
H  -1.065  -1.467  3.228  0.1155
H  -1.347  5.905  -4.942  0.1066
H  4.191  3.683  0.092  0.1171
H  -3.175  4.575  -5.123  0.1270
H  -2.564  4.555  -6.884  0.1228
H  2.317  2.161  -1.205  0.1087
H  -1.758  -2.226  5.057  0.1183
H  2.777  -1.550  1.549  0.1110
H  -0.295  5.211  -6.267  0.1145
H  -1.285  0.980  4.428  0.0789
H  0.040  3.133  -0.107  0.1188
H  -1.163  -4.270  0.512  0.1141
H  0.188  1.624  2.880  0.1088
H  -0.346  -2.398  5.979  0.1240
H  -3.072  -4.133  2.440  0.1179
H  4.446  -1.164  -4.934  0.0751
H  -0.850  4.362  -3.410  0.1199
H  -2.454  -2.217  -0.964  0.1107
H  4.297  -0.805  1.333  0.1223
H  5.315  -2.647  2.216  0.1152
H  0.384  -1.096  4.132  0.1215
H  -0.528  0.085  0.465  0.0856
H  3.421  4.380  -1.432  0.1231
H  -0.829  2.354  5.403  0.1117
H  -3.487  1.902  4.146  0.1207

---

No. 2
Below is a structure of composition C30H45DyO5Si in a non-equilibrium geometry, with properties calculated with ωB97M-V with the def2-TZVPD basis set.

Computed properties:
E_LUMO (spin up / spin down) in eV: -0.083 / -0.015
Multiplicity: 6
Frontier orbital gap (spin up / spin down) in eV: 7.58 / 7.70
HOMO level (spin up / spin down) in eV: -7.66 / -7.72
Expectation value of S²: 9.36

Each line ends with the Löwdin charge.
Element x y z (Å)
Dy  0.488  -0.342  -0.467  1.6507
Si  2.980  -2.166  1.614  0.0959
O  3.889  -0.935  2.296  -0.1372
O  2.194  -2.970  2.834  -0.1392
O  3.997  -3.303  0.975  -0.1351
O  -1.194  0.728  -2.186  -0.2505
O  1.899  -1.558  0.583  -0.3989
C  3.989  -0.635  3.719  -0.6144
C  2.469  1.425  -0.144  -0.1810
C  1.844  -5.228  1.962  -0.0243
C  4.709  0.699  3.881  -0.0322
C  5.782  -4.672  0.111  -0.0280
C  5.027  -2.549  -1.060  -0.0261
C  0.335  2.286  -0.365  -0.2159
C  -0.882  -2.445  0.192  -0.1934
C  -3.871  1.066  -3.882  -0.0288
C  0.462  1.781  0.961  -0.2098
C  4.829  -1.712  4.386  -0.0232
C  -1.677  -0.362  0.835  -0.2138
C  1.329  -4.591  4.357  -0.0269
C  -5.109  1.213  -4.502  -0.0737
C  1.783  1.258  1.098  -0.2033
C  3.681  -4.797  3.577  -0.0379
C  -2.131  -0.639  -0.485  -0.2197
C  -5.683  2.477  -4.682  -0.0778
C  6.263  -2.417  1.075  -0.0360
C  2.583  -0.549  4.318  -0.0235
C  -1.565  -1.867  -0.926  -0.2096
C  5.266  -3.239  0.274  -0.6217
C  2.272  -4.385  3.164  -0.6106
C  -3.814  3.474  -3.517  -0.0206
C  -0.899  -1.482  1.253  -0.2260
C  -3.170  2.193  -3.419  -0.1801
C  -1.780  2.078  -2.977  -0.0457
C  1.561  2.048  -1.061  -0.2062
C  -0.802  1.076  -3.507  -0.1404
C  -5.037  3.614  -4.171  -0.0807
H  4.222  1.523  3.342  0.0845
H  4.430  -1.640  -0.919  0.0787
H  6.593  -2.949  1.984  0.0903
H  4.936  -1.528  5.468  0.1011
H  2.646  -0.272  5.381  0.0924
H  -5.500  4.600  -4.300  0.1095
H  7.130  -2.216  0.424  0.0910
H  4.370  -2.691  4.260  0.0359
H  3.638  -5.860  3.846  0.0919
H  1.982  0.221  3.806  0.0806
H  4.022  -4.244  4.459  0.0706
H  1.905  -6.285  2.248  0.0886
H  -0.474  -3.462  0.258  0.1034
H  5.984  -2.258  -1.498  0.0840
H  4.714  0.966  4.943  0.0868
H  2.239  0.935  2.028  0.0706
H  -3.312  4.354  -3.101  0.1143
H  -3.407  0.085  -3.771  0.1175
H  5.830  -1.751  3.938  0.0847
H  -1.365  2.966  -2.497  0.1242
H  4.522  -3.222  -1.757  0.0900
H  0.234  1.424  -3.549  0.1044
H  0.804  -5.014  1.676  0.0811
H  -1.941  0.516  1.438  0.1063
H  1.793  2.333  -2.091  0.0940
H  6.058  -5.107  1.079  0.0790
H  2.075  -1.518  4.262  0.0693
H  1.603  -3.896  5.164  0.0869
H  3.521  1.167  -0.304  0.1096
H  -6.631  2.570  -5.218  0.1065
H  5.752  0.631  3.552  0.0861
H  1.440  -5.627  4.716  0.0874
H  6.675  -4.680  -0.527  0.0896
H  5.807  -1.461  1.364  0.0762
H  -0.281  1.847  1.760  0.1049
H  4.394  -4.688  2.746  0.0777
H  -0.438  -1.593  2.234  0.1112
H  -5.620  0.319  -4.856  0.1070
H  -1.141  0.352  -4.245  0.1216
H  -1.644  -2.292  -1.935  0.1036
H  0.274  -4.433  4.070  0.0904
H  5.042  -5.325  -0.363  0.0865
H  -0.524  2.844  -0.740  0.0899
H  -2.899  -0.054  -0.992  0.1061
H  2.517  -5.060  1.109  0.0793

---

no.,molar mass (g/mol)
1,745.7
2,676.3